Record 1
ORCA calculation (wB97M-V/def2-TZVPD) on a molecular structure, C32H28BrF4N4PRuS2.

Calculated values
* LUMO (spin up / spin down): -4.0121 / -4.7355 eV
* multiplicity: 2
* HOMO (spin up / spin down): -10.5 / -10.7 eV
* total charge: +1
* ⟨S²⟩: 0.76
* gap between HOMO and LUMO (spin up / spin down): 0.2382 / 0.2182 Ha
* E: -5661.117122 hartree

```
73
Properties=species:S:1:pos:R:3:lowdin_charge:R:1
Ru 0.84096 -0.53934 0.27523 0.591
C 3.27743 1.07307 0.50310 -0.080
N 2.91143 -0.31854 0.85874 -0.368
C 3.26030 -0.52063 2.28744 -0.074
C 3.72585 -1.25726 0.03406 -0.165
C 3.13114 -1.39115 -1.35353 -0.179
N 1.73869 -1.89653 -1.28479 -0.345
C 1.73671 -3.30095 -0.81217 -0.125
C 1.19254 -1.90511 -2.65160 -0.081
H 4.35007 1.21307 0.66611 0.108
H 2.71004 1.75785 1.13090 0.064
H 3.04776 1.27657 -0.54193 0.074
H 4.33555 -0.36922 2.41797 0.106
H 2.99292 -1.53245 2.58743 0.082
H 2.71550 0.20019 2.89794 0.078
H 3.74275 -2.21867 0.54434 0.119
H 4.75978 -0.90192 -0.02445 0.139
H 3.75060 -2.05702 -1.96724 0.140
H 3.10335 -0.42293 -1.85966 0.115
H 2.46797 -3.88719 -1.37870 0.108
H 0.74507 -3.71842 -0.97922 0.044
H 1.96043 -3.37011 0.24665 0.028
H 1.75607 -2.60807 -3.27406 0.111
H 1.27819 -0.90956 -3.08314 0.065
H 0.15187 -2.20929 -2.63196 0.032
S 0.14274 0.97866 1.93302 0.692
C -0.15199 -0.00221 3.33766 -0.644
C -0.48996 0.56556 4.57043 -0.036
C -0.71431 -0.24394 5.66658 -0.167
C -1.04929 0.36677 6.92684 -0.162
N -1.30210 0.86860 7.92756 0.195
C -0.61096 -1.64850 5.55600 -0.173
C -0.29116 -2.21499 4.33727 -0.040
C -0.06834 -1.39263 3.23356 -0.615
S 0.27859 -2.10282 1.67300 0.718
C -0.83280 -2.49864 6.69388 -0.167
N -0.99276 -3.19179 7.59474 0.192
H -0.57458 1.63922 4.67069 0.127
H -0.21779 -3.29071 4.24611 0.127
F -4.23466 -1.75510 -5.60532 0.166
C -3.50991 -1.29666 -4.59905 -0.124
C -3.18810 0.04203 -4.52688 -0.127
F -3.61297 0.88216 -5.46062 0.156
C -2.42650 0.50205 -3.46478 -0.206
F -2.20819 1.82073 -3.43633 0.110
C -1.93350 -0.33592 -2.46210 -0.279
P -0.98340 0.42336 -1.07762 1.003
C 0.14216 1.65299 -1.80203 -0.371
C 0.54041 2.70098 -0.96527 -0.138
C 1.45615 3.64402 -1.40959 -0.059
C 1.99984 3.53765 -2.68052 -0.053
C 1.61434 2.49682 -3.51678 -0.053
C 0.68746 1.56329 -3.08454 -0.104
C -2.32032 1.29643 -0.22018 -0.393
C -2.65689 2.62425 -0.45764 -0.081
C -3.72992 3.19182 0.21788 -0.055
C -4.46803 2.43640 1.11449 -0.058
C -4.13656 1.10748 1.34821 -0.057
C -3.06107 0.54003 0.68952 -0.112
C -2.32804 -1.68252 -2.53290 -0.587
Br -1.97979 -2.94696 -1.18860 0.900
C -3.08656 -2.15067 -3.59284 -0.262
F -3.44899 -3.42525 -3.66952 0.097
H 0.10821 2.80376 0.02171 0.062
H 1.73793 4.46388 -0.76231 0.119
H 2.70958 4.27575 -3.02943 0.116
H 2.01881 2.42594 -4.51749 0.116
H 0.37062 0.78207 -3.76210 0.101
H -2.09743 3.21901 -1.16532 0.105
H -3.98875 4.22640 0.03756 0.113
H -5.30344 2.88325 1.63664 0.113
H -4.70886 0.51980 2.05320 0.114
H -2.78188 -0.48832 0.89570 0.092
```


Record 2
ORCA calculation (wB97M-V/def2-TZVPD) on a molecular structure, C32H28BrN3Re.

Calculated values
* LUMO (spin up / spin down): -8.3823 / -8.0644 eV
* multiplicity: 2
* HOMO (spin up / spin down): -13.6 / -13.7 eV
* total charge: +2
* ⟨S²⟩: 0.77
* gap between HOMO and LUMO (spin up / spin down): 0.1933 / 0.2059 Ha
* E: -4052.182565 hartree

```
65
Properties=species:S:1:pos:R:3:lowdin_charge:R:1
Re -0.17080 1.82675 0.45365 1.297
Br -0.76374 4.22673 0.48992 0.922
C -2.27985 3.99038 1.67695 -0.506
C -3.14917 5.02348 1.86223 -0.072
C -4.17153 4.86380 2.81343 -0.028
C -4.26786 3.70031 3.52801 0.017
C -3.37999 2.62211 3.30183 -0.145
C -3.47790 1.41520 4.03102 0.031
C -2.60811 0.37887 3.80443 -0.029
C -1.60823 0.50410 2.83131 -0.082
C -1.47523 1.65107 2.07085 -0.265
C -2.35591 2.74863 2.32604 -0.228
H -3.04969 5.94902 1.31000 0.124
H -4.85642 5.68090 2.99100 0.127
H -5.03369 3.58850 4.28510 0.133
H -4.25752 1.33330 4.77815 0.135
H -2.69363 -0.54232 4.36397 0.123
H -0.92994 -0.32482 2.66394 0.110
C 0.39829 -4.30346 -2.81918 -0.029
C 1.72099 -3.59710 -2.91261 -0.206
C 2.79979 -4.15722 -3.58753 -0.016
C 4.01458 -3.49919 -3.68807 -0.049
C 4.16384 -2.23598 -3.13346 -0.062
C 3.10629 -1.65348 -2.45901 -0.040
C 1.90018 -2.34258 -2.32773 -0.191
N 0.78530 -1.74973 -1.65913 0.166
C 0.84942 -0.80622 -0.70293 -0.322
N 1.84044 -0.90059 0.18305 0.176
C 2.20346 -0.02661 1.21689 -0.179
C 1.41922 1.09036 1.56179 -0.222
C 1.79736 1.83269 2.69249 -0.111
C 2.92874 1.50797 3.40652 -0.044
C 3.71172 0.42555 3.01549 0.005
C 3.37144 -0.35714 1.92469 -0.191
C 4.23626 -1.51250 1.49424 -0.018
N -0.08920 0.14881 -0.60248 -0.079
C -1.01667 0.29531 -1.71081 -0.290
C -0.50448 0.72316 -2.94246 -0.035
C -1.33038 0.80449 -4.04315 -0.047
C -2.67241 0.46022 -3.91969 -0.035
C -3.18269 0.06669 -2.69490 -0.015
C -2.37584 -0.02620 -1.56164 -0.210
C -2.96014 -0.47871 -0.25151 -0.029
H 0.46188 -5.29849 -3.25170 0.090
H -0.37709 -3.75907 -3.36880 0.090
H 0.07010 -4.40351 -1.78238 0.089
H 2.68009 -5.13529 -4.03585 0.125
H 4.84224 -3.96500 -4.20496 0.118
H 5.09578 -1.69762 -3.24095 0.116
H 3.20687 -0.65051 -2.06113 0.115
H -0.12142 -1.90422 -2.07684 0.150
H 2.42859 -1.71784 0.08750 0.138
H 1.20601 2.68341 3.01106 0.100
H 3.20887 2.09388 4.27125 0.123
H 4.60609 0.19442 3.57986 0.131
H 5.15780 -1.51904 2.07063 0.095
H 4.51244 -1.43403 0.43979 0.087
H 3.74596 -2.47662 1.65988 0.102
H 0.54700 0.97592 -3.02629 0.124
H -0.93581 1.13892 -4.99281 0.121
H -3.31864 0.49167 -4.78654 0.122
H -4.22936 -0.19840 -2.61312 0.128
H -3.75775 -1.20071 -0.41904 0.096
H -3.40543 0.36418 0.28318 0.086
H -2.21051 -0.92660 0.39659 0.065
```